[1]
C27H27ClN7O6S2Ti | ωB97M-V/def2-TZVPD

```
71
Properties=species:S:1:pos:R:3:lowdin_charge:R:1
Ti -0.0086 0.2638 0.7579 1.010
Cl -4.2710 -5.4178 -0.1967 0.664
C -3.2945 -3.9899 -0.3429 -0.670
C -3.7075 -2.9498 -1.1776 -0.079
C -2.9416 -1.8125 -1.2943 -0.021
C -1.7464 -1.6492 -0.5700 -0.333
O -1.0850 -0.5168 -0.6795 -0.196
C -1.3147 -2.7344 0.2352 -0.125
C 0.0181 -2.7974 0.7906 -0.031
N 0.8335 -1.8092 0.7056 0.026
C 2.2029 -1.8587 1.0264 -0.186
C 2.8857 -2.9311 1.5287 0.011
C 4.2846 -2.8699 1.7037 -0.054
C 4.9867 -1.7547 1.3460 -0.019
C 4.3095 -0.6289 0.8170 -0.136
C 4.9667 0.5593 0.4226 0.018
C 4.2401 1.6051 -0.0624 -0.016
C 2.8400 1.4840 -0.1292 -0.124
N 2.1953 0.3968 0.2211 0.056
C 2.9134 -0.6725 0.6821 -0.138
C -2.1082 -3.8889 0.3354 -0.059
H -4.6330 -3.0447 -1.7301 0.112
H -3.2616 -0.9925 -1.9253 0.116
H 0.2974 -3.7629 1.2187 0.134
H 2.3615 -3.8389 1.7955 0.111
H 4.8011 -3.7256 2.1168 0.110
H 6.0618 -1.7144 1.4656 0.117
H 6.0438 0.6235 0.5177 0.125
H 4.7071 2.5321 -0.3618 0.116
H 2.2280 2.3075 -0.4741 0.082
H -1.7663 -4.7134 0.9494 0.116
C -3.8859 0.9610 0.4292 0.020
C -3.1961 0.6989 1.7180 -0.296
N -1.9210 0.3985 1.8768 0.080
C -1.6917 0.3115 3.2242 -0.111
C -2.8501 0.5335 3.9027 -0.063
N -3.7873 0.7747 2.9302 0.197
C -3.2334 0.5772 5.3343 -0.486
O -2.2731 0.3541 6.2046 0.141
O -4.3824 0.8032 5.6324 0.104
C -0.2971 0.1008 3.6790 -0.521
O -0.0445 0.0069 4.8788 0.079
O 0.5497 0.0510 2.7167 -0.095
H -3.1464 1.1578 -0.3463 0.050
H -4.5407 1.8277 0.5177 0.093
H -4.4893 0.1025 0.1312 0.085
H -4.7493 0.9945 3.1410 0.177
H -1.3873 0.1973 5.7532 0.071
O 1.8108 3.3281 2.1683 -0.538
S 0.5501 3.4900 1.4449 0.727
N -0.1143 2.3203 0.8386 -0.475
C 1.2105 -0.1797 -3.1387 -0.057
N 0.0496 0.5557 -3.6191 -0.214
C -0.9678 -0.3001 -4.1982 -0.094
C -0.2979 1.7765 -3.1218 -0.792
S -1.8875 2.2606 -2.9685 0.676
N 0.7511 2.6192 -2.8378 -0.218
C 1.9235 2.6527 -3.7047 -0.056
C 0.4751 3.9066 -2.2198 -0.134
H 0.8723 -1.0514 -2.5716 0.087
H 1.8079 0.4354 -2.4765 0.060
H 1.8335 -0.5208 -3.9697 0.095
H -0.4736 -1.0122 -4.8609 0.091
H -1.6793 0.2929 -4.7651 0.060
H -1.5089 -0.8524 -3.4249 0.065
H 1.8867 1.8537 -4.4373 0.082
H 2.8487 2.5607 -3.1284 0.082
H 1.9498 3.6056 -4.2407 0.094
H -0.2451 3.7891 -1.4187 0.026
H 0.0803 4.6205 -2.9497 0.088
H 1.4115 4.2997 -1.8160 0.085
```

multiplicity	2
total charge	0
ΔE to the lowest compared entry with this formula, charge and spin	38.83	kJ/mol

[2]
C27H27CrN9O3S5 | ωB97M-V/def2-TZVPD

```
72
Properties=species:S:1:pos:R:3:lowdin_charge:R:1
Cr -0.1194 -1.7170 -1.0491 0.450
N -1.5259 -1.2878 1.8947 0.047
N -0.7370 -2.0729 2.7231 -0.061
C 0.5016 -2.4586 2.3887 -0.756
N 1.1652 -3.1469 3.3241 0.109
S 1.3123 -2.1559 0.9211 0.769
H -1.9712 -0.5682 2.4470 0.105
H -2.2176 -1.8536 1.4133 0.068
H -1.1536 -2.4733 3.5493 0.156
H 0.8065 -3.2859 4.2539 0.119
H 2.1024 -3.4463 3.1182 0.104
N -6.5976 2.1700 -0.8493 0.129
C -5.6912 1.1814 -1.0981 -0.301
C -4.4643 1.1417 -0.4128 -0.016
C -3.5344 0.1695 -0.7047 -0.074
C -3.8139 -0.7864 -1.6765 -0.293
C -5.0295 -0.7773 -2.3518 -0.037
C -5.9543 0.2026 -2.0705 -0.007
S -2.6559 -2.0197 -2.0836 0.683
O -3.2647 -2.9986 -2.9265 -0.239
O -1.4261 -1.3804 -2.6406 -0.371
N -2.1034 -2.6120 -0.6676 -0.155
C -1.4897 -3.8516 -0.9500 -0.484
N -2.0950 -5.0145 -0.8469 0.178
C -1.3832 -6.0751 -1.2337 -0.064
C -0.0834 -5.9825 -1.7175 -0.003
C 0.4899 -4.7314 -1.7463 -0.066
N -0.2152 -3.6735 -1.3442 -0.042
H -6.4910 2.7599 -0.0450 0.103
H -7.5215 2.0950 -1.2333 0.105
H -4.2520 1.8847 0.3482 0.117
H -2.5889 0.1461 -0.1741 0.092
H -5.2345 -1.5439 -3.0883 0.122
H -6.8998 0.2242 -2.5990 0.121
H -1.8870 -7.0323 -1.1554 0.124
H 0.4638 -6.8541 -2.0454 0.118
H 1.5042 -4.5488 -2.0786 0.114
C -0.9323 1.8334 -2.1828 0.022
C -0.2757 1.3680 -0.9239 -0.328
O -0.1547 0.1549 -0.6905 -0.158
C 0.1998 2.3199 0.0724 -0.150
C 0.7745 1.8333 1.2549 -0.005
C 1.2683 2.7136 2.1964 -0.053
C 1.1850 4.0856 1.9718 -0.038
C 0.5998 4.5751 0.8127 -0.051
C 0.1141 3.6984 -0.1401 -0.005
H -1.1461 0.9809 -2.8186 0.084
H -0.2873 2.5337 -2.7144 0.099
H -1.8651 2.3502 -1.9405 0.107
H 0.8354 0.7615 1.4018 0.089
H 1.7256 2.3419 3.1039 0.109
H 1.5952 4.7759 2.6991 0.116
H 0.5384 5.6422 0.6435 0.115
H -0.3172 4.0853 -1.0551 0.119
S 3.9295 3.7116 -1.8443 0.613
C 3.6113 2.1076 -1.6475 -1.094
S 2.7333 1.1921 -2.8446 0.997
C 2.7144 -0.2081 -1.7879 -1.054
N 3.3325 -0.0096 -0.6871 0.024
N 3.8540 1.2578 -0.5972 -0.121
C 4.5436 1.5443 0.6281 -0.193
C 4.1603 0.8336 1.7640 -0.043
C 4.7854 1.0824 2.9743 -0.086
C 5.7920 2.0341 3.0625 -0.085
C 6.1864 2.7154 1.9218 -0.067
C 5.5747 2.4707 0.6993 -0.036
S 1.9300 -1.6812 -2.2621 0.637
H 3.3857 0.0832 1.6804 0.077
H 4.4865 0.5274 3.8555 0.103
H 6.2770 2.2299 4.0108 0.105
H 6.9861 3.4432 1.9737 0.110
H 5.9149 2.9850 -0.1832 0.072
```

multiplicity	4
total charge	+1
ΔE to the lowest compared entry with this formula, charge and spin	103.31	kJ/mol

[3]
C27H27CsF18N6O3PS | ωB97M-V/def2-TZVPD

```
84
Properties=species:S:1:pos:R:3:lowdin_charge:R:1
Cs 0.4078 0.1083 1.0948 1.598
C 4.1987 -0.2343 4.9267 -0.041
C 2.8050 -0.6711 4.5956 -0.250
C 1.7094 -0.0233 5.1493 -0.044
C 0.4389 -0.3501 4.7378 -0.004
C 0.2220 -1.3080 3.7195 -0.345
N -0.9899 -1.4647 3.1430 0.116
C -2.1589 -1.2093 3.8351 -0.191
C -2.2545 -1.7089 5.1417 -0.014
C -3.4424 -1.6714 5.8461 -0.054
C -4.5719 -1.1167 5.2700 -0.282
C -5.8859 -1.0905 5.9941 -0.068
C -4.4726 -0.6058 3.9824 0.010
C -3.3026 -0.6178 3.2358 -0.021
C -3.2374 -0.0061 1.8145 -0.437
O -2.0115 0.3768 1.4909 -0.444
C -4.1554 1.2200 1.6775 -0.523
F -3.9484 1.8825 0.5220 0.132
F -3.9435 2.1133 2.6561 0.147
F -5.5068 0.9680 1.6909 0.092
C -3.7447 -1.1029 0.8348 -0.515
F -5.0064 -1.5696 1.1390 0.097
F -3.8293 -0.6628 -0.4437 0.134
F -2.9562 -2.1660 0.8241 0.178
C 1.3531 -1.9936 3.1306 -0.090
C 2.5989 -1.6633 3.6382 0.011
C 1.1575 -2.9800 1.8759 -0.459
O 0.6572 -2.3775 0.8096 -0.399
C 2.5420 -3.5455 1.4658 -0.537
F 3.1311 -4.3285 2.4309 0.101
F 3.4390 -2.5947 1.1747 0.113
F 2.4799 -4.3033 0.3550 0.134
C 0.2781 -4.1736 2.3702 -0.521
F -1.0202 -3.9320 2.2633 0.154
F 0.5066 -4.5053 3.6754 0.108
F 0.4777 -5.3380 1.6927 0.115
H 4.2743 0.1229 5.9551 0.075
H 4.4751 0.5915 4.2684 0.076
H 4.9180 -1.0422 4.7850 0.075
H 1.8562 0.7849 5.8522 0.110
H -0.4159 0.2010 5.1044 0.121
H -1.3792 -2.1718 5.5734 0.115
H -3.4858 -2.0831 6.8486 0.102
H -5.7448 -1.2373 7.0668 0.065
H -6.5478 -1.8836 5.6374 0.075
H -6.4108 -0.1451 5.8490 0.072
H -5.3603 -0.1762 3.5458 0.113
H 3.4816 -2.1534 3.2536 0.109
C 1.0221 -0.1067 -5.3382 -0.018
C 2.1396 0.0538 -4.3864 -0.364
N 3.3865 0.2276 -4.7043 0.083
N 4.0266 0.3229 -3.5059 -0.006
C 3.1965 0.2156 -2.4393 -0.821
S 3.5838 0.2349 -0.8359 0.626
N 1.9612 0.0450 -3.0347 -0.092
N 0.7168 -0.1234 -2.4352 0.119
H 1.4165 -0.1671 -6.3500 0.073
H 0.3269 0.7288 -5.2676 0.082
H 0.4625 -1.0099 -5.0986 0.079
H 5.0184 0.4418 -3.4415 0.132
H 0.8296 -0.7386 -1.6203 0.047
H 0.3720 0.8044 -2.1480 0.053
F 1.6356 2.1807 2.0601 -0.391
P 2.7151 3.2979 2.5948 0.180
F 1.4891 4.3329 2.8632 -0.174
F 3.7694 4.4084 3.1203 -0.170
F 3.9244 2.2576 2.3193 -0.167
F 2.8510 3.8810 1.0803 -0.169
F 2.5569 2.7238 4.1057 -0.161
C 0.4060 5.6797 0.0018 -0.052
N 0.5649 4.7028 -1.0529 -0.148
C 1.6804 4.9368 -1.9371 -0.047
C -0.0331 3.4917 -1.0428 -0.471
C -0.9874 3.2098 0.0824 -0.015
O 0.1859 2.6631 -1.9332 -0.009
H 0.5476 6.6746 -0.4299 0.084
H 1.1250 5.5227 0.8048 0.074
H -0.6011 5.6363 0.4075 0.083
H 1.5189 5.8529 -2.5169 0.081
H 1.7769 4.0928 -2.6121 0.079
H 2.6036 5.0448 -1.3604 0.091
H -1.8969 3.8018 -0.0382 0.094
H -0.5497 3.4486 1.0497 0.083
H -1.2732 2.1646 0.0757 0.022
```

multiplicity	2
total charge	-2
ΔE to the lowest compared entry with this formula, charge and spin	122.16	kJ/mol

[4]
C27H27F3IKN2S3Sb | ωB97M-V/def2-TZVPD

```
65
Properties=species:S:1:pos:R:3:lowdin_charge:R:1
K -0.2482 0.2650 0.0688 0.461
C -4.7765 -1.6805 -1.7167 -0.532
C -3.5180 -2.2498 -2.3624 -0.504
S -1.9646 -1.5593 -1.7058 0.791
C -1.2749 -0.6249 -3.1068 -0.539
C -1.9845 0.6759 -3.4452 -0.509
S -1.9422 1.8635 -2.0619 0.804
C -3.6950 2.2347 -1.7427 -0.525
C -4.5212 1.1263 -1.0973 -0.513
S -5.2632 -0.0301 -2.3126 0.883
H -4.6897 -1.6515 -0.6316 0.076
H -5.6215 -2.3222 -1.9679 0.074
H -3.5224 -2.0874 -3.4392 0.082
H -3.4674 -3.3223 -2.1728 0.075
H -1.2582 -1.2882 -3.9715 0.087
H -0.2405 -0.4181 -2.8183 0.051
H -3.0277 0.5071 -3.6908 0.038
H -1.4859 1.1458 -4.2937 0.082
H -4.1435 2.5834 -2.6723 0.080
H -3.6418 3.0830 -1.0589 0.074
H -5.3592 1.5781 -0.5659 0.071
H -3.9258 0.5539 -0.3886 0.057
F -3.5347 -2.2174 8.0570 0.080
C -2.7591 -1.7478 7.0719 -0.278
C -3.2613 -0.7624 6.2408 0.000
C -2.4572 -0.2907 5.2171 -0.136
C -1.1683 -0.7885 5.0373 -0.409
C -0.6907 -1.7765 5.8909 -0.112
C -1.4852 -2.2597 6.9208 0.003
Sb -0.0569 -0.0620 3.3636 1.481
C -0.1527 1.9995 3.9354 -0.390
C -0.1956 2.3805 5.2742 -0.113
C -0.2724 3.7176 5.6297 0.011
C -0.3138 4.6687 4.6266 -0.276
F -0.3927 5.9621 4.9597 0.082
C -0.2853 4.3279 3.2883 -0.003
C -0.2064 2.9845 2.9539 -0.142
C 1.9268 -0.5702 3.9783 -0.398
C 2.4235 -0.2738 5.2448 -0.112
C 3.7155 -0.6278 5.5987 0.008
C 4.5017 -1.2817 4.6678 -0.276
F 5.7500 -1.6289 5.0014 0.082
C 4.0424 -1.5870 3.4009 -0.004
C 2.7463 -1.2276 3.0646 -0.143
H -4.2602 -0.3806 6.4031 0.124
H -2.8340 0.4920 4.5670 0.101
H 0.3096 -2.1725 5.7633 0.099
H -1.1304 -3.0224 7.6011 0.125
H -0.1941 1.6284 6.0536 0.098
H -0.3072 4.0289 6.6652 0.127
H -0.3273 5.1026 2.5344 0.124
H -0.1866 2.7133 1.9025 0.066
H 1.8053 0.2447 5.9672 0.099
H 4.1193 -0.4028 6.5768 0.127
H 4.6942 -2.0959 2.7034 0.121
H 2.3767 -1.4579 2.0707 0.074
I 5.9897 1.6757 -1.6684 0.889
C 4.3929 0.3802 -1.3952 -0.764
C 4.3733 -0.9782 -1.6052 -0.134
N 3.1293 -1.3901 -1.2922 -0.020
N 2.3372 -0.3871 -0.8936 -0.051
C 3.0989 0.6974 -0.9537 -0.216
H 5.1458 -1.6463 -1.9460 0.125
H 2.7709 -2.3280 -1.3372 0.160
H 2.7151 1.6685 -0.6806 0.107
```

total charge	+1
ΔE to the lowest compared entry with this formula, charge and spin	24.52	kJ/mol